No. 1
{
  "formula": "C4H9BrO",
  "method": "ωB97M-V/def2-TZVPD",
  "e_tot_ha": -2807.01637,
  "lumo_ev": 0.779,
  "homo_ha": -0.3569,
  "charge": 0,
  "species": ["C", "C", "C", "C", "O", "Br", "H", "H", "H", "H", "H", "H", "H", "H", "H"],
  "positions_angstrom": [[1.42096, -0.51195, -0.18405], [-0.68613, 1.46410, -0.55334], [0.07842, -0.87906, 0.39553], [-1.07844, 0.04605, -0.24477], [-0.06150, -0.68773, 1.80874], [-2.67098, 0.16845, 0.86415], [1.83462, 0.44383, -0.28454], [1.60694, -0.81331, -1.26235], [2.24839, -1.04028, 0.23959], [-0.75805, 2.13526, 0.26422], [0.32543, 1.56382, -0.85602], [-1.29737, 1.85236, -1.46502], [-0.09579, -1.94863, 0.21679], [-1.41508, -0.58327, -1.21380], [0.54858, -1.20962, 2.27488]]
}

No. 2
{
  "formula": "C8H19PS2",
  "method": "ωB97M-V/def2-TZVPD",
  "e_tot_ha": -1453.87848,
  "lumo_ev": 0.604,
  "homo_ha": -0.3140,
  "charge": 0,
  "species": ["C", "C", "C", "C", "C", "C", "C", "C", "P", "S", "S", "H", "H", "H", "H", "H", "H", "H", "H", "H", "H", "H", "H", "H", "H", "H", "H", "H", "H", "H"],
  "positions_angstrom": [[-1.71094, -1.37138, 0.43802], [1.98828, 0.28522, -0.76371], [0.70444, 1.22816, -2.81233], [0.48868, -1.13037, -2.27540], [-0.45550, 0.60005, -0.70282], [-1.11541, 0.53617, 1.73086], [-0.64056, -0.26957, 0.52012], [0.64118, 0.25807, -1.65008], [-1.04367, -0.53919, 3.50099], [1.05421, -0.90081, 3.70915], [-1.34961, 1.22096, 4.68848], [-2.75439, -0.99951, 0.58811], [-1.52666, -2.15816, 1.25603], [-1.59342, -1.85022, -0.55682], [2.11644, -0.58356, -0.06605], [2.94587, 0.41813, -1.45738], [1.91582, 0.98449, 0.05352], [-0.29151, 1.38620, -3.22191], [0.94569, 2.31748, -2.68798], [1.30300, 0.68921, -3.54896], [-0.45461, -1.31340, -2.89408], [1.21871, -1.41764, -3.10767], [0.58581, -1.77350, -1.34546], [-0.14893, 1.70088, -0.44917], [-1.33859, 0.66551, -1.28660], [-0.51566, 1.48871, 2.00183], [-2.20721, 0.76868, 1.49973], [0.33541, -0.64684, 0.61129], [1.46787, -0.51478, 2.59214], [-0.56475, 0.92102, 5.63617]]
}

No. 3
{
  "formula": "C26H70N16O10",
  "method": "ωB97M-V/def2-TZVPD",
  "e_tot_ha": -2661.36154,
  "lumo_ev": 0.336,
  "homo_ha": -0.3135,
  "charge": 0,
  "species": ["C", "O", "H", "H", "H", "H", "C", "C", "C", "C", "C", "C", "N", "O", "C", "C", "C", "H", "H", "H", "H", "H", "H", "H", "H", "H", "H", "H", "H", "H", "H", "H", "H", "H", "H", "H", "C", "C", "C", "C", "C", "C", "N", "O", "C", "C", "C", "H", "H", "H", "H", "H", "H", "H", "H", "H", "H", "H", "H", "H", "H", "H", "H", "H", "H", "H", "C", "O", "N", "N", "H", "H", "H", "H", "C", "O", "N", "N", "H", "H", "H", "H", "C", "O", "N", "N", "H", "H", "H", "H", "C", "O", "N", "N", "H", "H", "H", "H", "C", "O", "N", "N", "H", "H", "H", "H", "C", "O", "N", "N", "H", "H", "H", "H", "C", "O", "N", "N", "H", "H", "H", "H"],
  "positions_angstrom": [[0.59988, -2.89395, 4.89863], [0.04460, -3.05253, 3.56092], [1.61773, -3.34810, 4.90569], [0.65271, -1.79692, 5.06740], [-0.09115, -3.33638, 5.62965], [-0.84594, -3.45045, 3.61124], [-0.76116, 2.00602, -4.68829], [-2.12209, 1.42750, -5.15609], [-2.11183, 1.22255, -6.64899], [-3.26486, 0.42928, -7.20482], [-3.19016, -0.95523, -6.60597], [-3.20654, -0.95311, -5.04646], [-2.17489, 0.05700, -4.53628], [-2.46159, 0.29101, -3.11928], [-4.60128, -0.70979, -4.53980], [-2.73398, -2.34318, -4.51080], [-3.30159, 2.36156, -4.85062], [-0.85418, 2.55422, -3.71098], [-0.34908, 2.67434, -5.48019], [-0.01593, 1.29190, -4.45885], [-2.04229, 2.13189, -7.17093], [-1.20067, 0.67807, -6.92753], [-3.18429, 0.26379, -8.27782], [-4.22991, 0.94352, -6.97218], [-2.34814, -1.52950, -7.00229], [-4.05137, -1.62627, -6.81726], [-4.56149, -0.41522, -3.47427], [-5.24491, 0.02959, -5.09905], [-5.13418, -1.66418, -4.56672], [-1.70785, -2.63767, -4.77582], [-2.83295, -2.38996, -3.42485], [-3.39389, -3.08337, -4.96307], [-3.20394, 3.28266, -5.44966], [-3.45865, 2.64682, -3.80874], [-4.22094, 1.88854, -5.21758], [-1.68587, -0.03999, -2.69341], [3.74068, 1.27780, 4.61615], [4.66591, 0.82717, 3.48650], [4.07931, -0.46344, 2.94742], [4.47221, -0.77722, 1.51456], [4.27910, 0.48205, 0.64756], [4.99501, 1.73000, 1.09674], [4.62090, 1.97069, 2.50880], [5.52629, 3.03889, 3.03794], [6.57018, 1.51465, 0.74631], [4.37923, 2.86266, 0.25116], [6.06524, 0.43731, 4.03177], [4.04547, 2.25638, 5.03961], [3.73658, 0.42003, 5.36829], [2.70414, 1.33798, 4.27219], [4.42981, -1.36520, 3.48516], [2.99533, -0.33244, 3.10644], [3.92921, -1.59694, 1.06929], [5.51060, -1.14800, 1.46775], [3.21503, 0.73680, 0.65747], [4.53316, 0.12265, -0.40931], [6.63433, 1.22217, -0.29721], [7.11989, 2.43365, 0.85588], [7.00478, 0.75393, 1.35230], [3.34632, 2.59125, 0.04977], [4.35934, 3.84415, 0.72863], [4.90768, 2.84796, -0.67706], [6.65716, 1.35692, 4.27228], [6.60159, -0.24285, 3.31644], [5.79098, -0.22505, 4.84698], [4.94321, 3.65317, 3.45602], [-3.53752, 2.14133, -0.78944], [-4.37995, 2.11782, -1.66585], [-2.26533, 2.43381, -1.03288], [-3.84920, 1.95427, 0.52509], [-1.56008, 2.68639, -0.36892], [-2.02939, 2.46678, -2.00740], [-3.15428, 1.90115, 1.24328], [-4.82169, 1.67024, 0.67708], [-3.60463, -3.37147, 3.51556], [-2.63781, -3.03835, 4.15975], [-4.87011, -3.39179, 4.06671], [-3.55690, -3.76113, 2.21072], [-4.84354, -2.90687, 4.98489], [-5.64433, -3.06647, 3.45298], [-2.69564, -3.84903, 1.68723], [-4.37858, -3.90821, 1.66207], [-2.02815, 0.38994, 5.47408], [-1.87038, 1.56643, 5.76148], [-1.08321, -0.44104, 4.88939], [-3.17330, -0.31644, 5.75189], [-0.28866, 0.01398, 4.50986], [-1.40838, -1.27422, 4.41451], [-3.79255, 0.08255, 6.42648], [-3.08446, -1.28040, 5.83524], [0.03197, 2.16190, 2.42370], [-1.08318, 1.72986, 2.02846], [0.14727, 2.37672, 3.77608], [1.14768, 2.45210, 1.74958], [-0.50211, 2.03934, 4.50163], [1.09797, 2.67719, 3.93220], [1.01294, 2.43264, 0.72884], [1.98072, 2.77387, 2.17093], [1.32562, 1.29072, -1.77976], [1.10512, 2.42368, -1.44577], [0.43248, 0.28726, -1.75441], [2.52630, 0.94216, -2.42043], [-0.37163, 0.54773, -1.19365], [0.72957, -0.66041, -1.63358], [2.76317, -0.06212, -2.57827], [3.33558, 1.47214, -2.22534], [1.33063, -2.85583, -1.90709], [2.16937, -2.06669, -2.34220], [0.12005, -3.00400, -2.56486], [1.46904, -3.54532, -0.73267], [0.01290, -2.90922, -3.55876], [-0.65717, -3.48334, -2.12026], [2.37383, -3.42394, -0.24125], [0.59806, -3.78381, -0.24928], [-1.56334, -1.77640, 0.58782], [-1.58592, -3.05478, 0.46525], [-0.86467, -1.17275, 1.51308], [-2.23093, -0.98467, -0.31310], [-0.97204, -0.16432, 1.60753], [-0.34520, -1.70522, 2.16435], [-2.23512, 0.03104, -0.37247], [-2.92684, -1.32641, -0.92090]]
}

- Number 1 is which compound?
  C4H9BrO